# C31H57N2O2P2PtS

C31H57N2O2P2PtS as an isolated structure at a distorted geometry (ωB97M-V/def2-TZVPD, the Open Molecules 2025 dataset).

molecular weight: 778.90 g mol⁻¹
largest force on an atom: 6.094 eV Å⁻¹
net charge: +1
relative energy (zero: lowest compared OMol25 entry of this formula, charge and spin): 194.55 kJ/mol
gap between HOMO and LUMO (alpha / beta): 5.96 / 6.61 eV
2S+1: 3
HOMO level (alpha / beta): -8.0628 / -8.6780 eV
DFT total energy: -72798.74094 eV
LUMO level (alpha / beta): -2.106 / -2.065 eV

CARTESIAN COORDINATES (ANGSTROEM)
Pt  0.000  0.000  0.000
S  -1.748  -2.371  1.494
P  1.028  -1.652  -1.521
P  -0.367  2.212  1.041
O  2.081  -0.712  2.181
O  -1.304  -0.924  1.205
N  -1.439  0.265  -1.534
N  1.410  1.269  -1.154
C  -2.971  -0.336  -4.575
C  -3.352  2.058  -3.829
C  -4.694  0.191  -2.764
C  -1.928  4.695  0.864
C  2.987  1.543  -2.973
C  1.445  -0.452  -2.898
C  1.815  2.484  -0.571
C  -0.685  -2.499  -3.645
C  2.742  -2.372  -1.052
C  1.165  2.973  0.568
C  -3.071  -1.828  2.628
C  -1.758  3.299  0.237
C  -0.081  -3.029  -2.330
C  -0.540  2.397  2.944
C  2.895  3.198  -1.207
C  1.297  -0.395  1.365
C  -1.216  -3.309  -1.324
C  3.652  -1.180  -0.668
C  -1.996  2.158  3.387
C  3.458  2.743  -2.378
C  -1.289  3.521  -1.219
C  3.467  -3.113  -2.198
C  0.340  1.335  3.623
C  -0.552  -2.718  2.826
C  1.976  0.843  -2.321
C  0.616  -4.361  -2.666
C  -0.035  3.775  3.421
C  2.551  -3.314  0.155
C  -3.105  2.551  0.269
C  -2.277  0.404  -2.342
C  -3.320  0.578  -3.371
H  -1.986  -0.072  -4.994
H  -1.823  -2.408  -1.143
H  0.302  1.494  4.718
H  3.240  4.124  -0.738
H  1.912  -4.178  -0.094
H  4.000  -0.643  -1.565
H  3.419  -2.556  -3.151
H  0.083  -2.351  -4.423
H  -1.872  -4.104  -1.725
H  1.096  -4.825  -1.791
H  0.366  -3.151  2.389
H  4.535  -3.201  -1.927
H  -3.531  2.520  1.283
H  3.166  -0.450  -0.009
H  -4.123  2.169  -4.610
H  -3.601  2.726  -2.990
H  1.362  -4.249  -3.467
H  -2.379  2.365  -4.244
H  -0.020  0.316  3.416
H  -3.835  3.072  -0.379
H  4.268  3.308  -2.853
H  -3.735  -0.203  -5.360
H  3.089  -4.130  -2.365
H  -3.553  -2.719  3.079
H  -2.359  4.657  1.878
H  1.031  3.907  3.170
H  -0.983  -3.481  3.508
H  -0.303  -1.825  3.422
H  -0.600  4.618  3.001
H  -1.216  -1.550  -3.495
H  -2.672  2.972  3.080
H  -2.955  -1.398  -4.280
H  -3.000  1.512  -0.079
H  -0.967  5.237  0.906
H  -0.982  2.586  -1.710
H  -0.157  -5.065  -3.030
H  -2.618  5.290  0.235
H  -2.029  2.100  4.491
H  -2.676  -1.176  3.436
H  -2.384  1.204  2.989
H  3.407  1.161  -3.906
H  1.390  1.415  3.302
H  4.538  -1.579  -0.141
H  -0.824  -3.642  -0.349
H  0.488  -0.246  -3.407
H  2.141  -0.864  -3.649
H  -1.412  -3.240  -4.028
H  -4.707  -0.862  -2.441
H  3.537  -3.706  0.467
H  1.460  3.960  0.941
H  -2.113  3.978  -1.801
H  2.109  -2.792  1.014
H  -3.839  -1.269  2.055
H  -5.476  0.334  -3.530
H  -0.425  4.204  -1.247
H  -4.931  0.828  -1.896
H  -0.128  3.824  4.523

***

# C31H57N2O2P2SZr

C31H57N2O2P2SZr as an isolated structure at a distorted geometry (ωB97M-V/def2-TZVPD, the Open Molecules 2025 dataset).

molecular weight: 675.05 g mol⁻¹
largest force on an atom: 5.693 eV Å⁻¹
net charge: +3
relative energy (zero: lowest compared OMol25 entry of this formula, charge and spin): 96.16 kJ/mol
gap between HOMO and LUMO (alpha / beta): 4.57 / 4.57 eV
HOMO level (alpha / beta): -14.8943 / -14.8977 eV
DFT total energy: -70814.25981 eV
LUMO level (alpha / beta): -10.327 / -10.325 eV

CARTESIAN COORDINATES (ANGSTROEM)
Zr  -0.319  -0.143  0.659
S  -2.518  -1.054  3.152
P  1.086  1.814  1.917
P  -1.715  -0.848  -1.463
O  -1.112  -1.069  2.387
O  -3.138  1.868  0.834
N  0.244  1.476  -1.003
N  1.368  -1.337  -0.037
C  0.145  1.096  -2.315
C  2.079  -1.882  -3.727
C  0.864  3.204  0.730
C  0.697  2.726  -0.712
C  -3.061  -2.746  2.903
C  -3.341  -3.241  -1.638
C  0.738  1.857  -3.315
C  -0.984  2.685  3.551
C  0.991  3.625  -1.731
C  2.949  1.456  1.851
C  3.750  -0.965  -2.189
C  3.768  2.423  2.715
C  -1.243  -3.463  -0.332
C  2.986  -3.476  -1.981
C  3.167  0.006  2.329
C  2.640  -2.005  -2.273
C  -1.874  -2.791  -1.568
C  0.892  1.443  4.665
C  -2.861  1.505  -2.558
C  -1.960  -1.227  4.848
C  1.062  3.164  -3.023
C  -0.785  0.097  -2.714
C  -4.453  -0.165  -1.640
C  1.942  -1.798  -0.968
C  -3.214  -0.641  -3.841
C  -3.158  -0.016  -2.422
C  -2.187  1.191  0.754
C  1.183  3.851  3.904
C  0.545  2.488  3.590
C  -1.089  -3.232  -2.799
C  3.431  1.583  0.398
H  0.673  4.263  4.787
H  -3.896  -2.873  -0.764
H  -2.214  -0.701  -4.302
H  1.850  -0.845  -4.030
H  2.863  -2.211  -4.458
H  -1.739  -0.231  5.252
H  1.733  3.885  0.847
H  1.215  4.649  -1.477
H  1.973  1.289  4.781
H  0.773  1.417  -4.285
H  4.628  -1.165  -2.808
H  -1.337  -4.556  -0.462
H  -3.729  2.025  -2.993
H  -1.529  1.749  3.375
H  0.425  0.470  4.447
H  -2.032  1.707  -3.267
H  3.596  3.474  2.445
H  1.051  4.565  3.080
H  1.212  -2.510  -3.972
H  2.247  3.784  4.149
H  -1.291  3.412  2.789
H  -4.827  -1.193  -1.664
H  -1.448  -2.787  -3.738
H  4.833  2.210  2.532
H  -1.771  -3.196  0.596
H  3.751  -3.472  -1.201
H  4.083  -0.857  -1.151
H  1.348  3.808  -3.842
H  -2.596  1.923  -1.574
H  -2.201  -3.423  2.977
H  -3.805  0.027  -4.488
H  -3.842  -2.927  -2.562
H  0.001  3.810  1.066
H  3.598  2.278  3.788
H  2.106  -3.982  -1.553
H  -0.176  -3.222  -0.219
H  -1.073  -1.868  4.881
H  3.284  -4.080  -2.830
H  -3.363  -4.344  -1.610
H  -0.023  -3.004  -2.673
H  2.755  -0.170  3.331
H  -3.650  -1.649  -3.861
H  -4.297  0.148  -0.600
H  -0.400  -0.589  -3.454
H  -1.297  3.071  4.535
H  -5.194  0.505  -2.104
H  -2.789  -1.668  5.413
H  -3.546  -2.830  1.921
H  2.841  0.960  -0.286
H  3.404  2.619  0.035
H  -1.171  -4.326  -2.898
H  -3.799  -2.959  3.685
H  4.252  -0.184  2.365
H  0.499  1.794  5.632
H  2.711  -0.717  1.638
H  4.474  1.237  0.339
H  3.341  0.005  -2.493

***

# C31H57N3O4PSi

A 2-piece molecular cluster, C31H57N3O4PSi overall at a distorted geometry (ωB97M-V/def2-TZVPD, the Open Molecules 2025 dataset).

molecular weight: 594.87 g mol⁻¹
largest force on an atom: 2.243 eV Å⁻¹
net charge: -1
gap between HOMO and LUMO: 5.40 eV
HOMO level: -3.4380 eV
DFT total energy: -62898.30781 eV
LUMO level: 1.958 eV

CARTESIAN COORDINATES (ANGSTROEM)
P  -3.989  -0.051  -1.069
Si  4.581  0.409  0.375
O  -5.666  0.018  -0.631
O  -4.373  -1.170  -2.305
O  -3.644  -1.300  0.118
O  -3.739  1.092  0.209
N  5.033  2.908  3.828
N  -6.217  -2.626  -2.648
N  -4.333  1.307  -2.273
C  8.747  -1.181  1.858
C  4.699  1.953  -0.707
C  -6.030  -4.211  -4.491
C  -3.066  3.379  -1.918
C  -4.327  2.516  -1.949
C  -5.710  -1.241  -2.676
C  8.108  -1.833  0.805
C  4.794  2.178  4.680
C  -4.420  -4.284  -2.543
C  0.188  1.290  -2.868
C  1.395  0.935  -1.999
C  -5.367  -1.865  1.762
C  4.482  1.252  5.763
C  -2.149  -0.137  -1.547
C  3.805  1.933  -1.968
C  3.704  -1.051  -0.451
C  6.282  -0.226  0.942
C  -0.432  0.030  -3.494
C  -5.604  -3.597  -3.175
C  4.569  1.918  7.140
C  5.983  2.358  7.499
C  6.948  0.438  1.988
C  -6.492  -0.374  -1.655
C  -4.645  -2.222  0.448
C  8.180  -0.044  2.433
C  -5.607  3.268  -1.608
C  2.306  2.137  -1.657
C  3.589  0.766  1.947
C  -1.869  -0.337  -3.031
C  6.874  -1.352  0.358
C  -4.901  -2.710  2.957
H  5.721  2.176  -1.014
H  1.963  2.959  -2.280
H  9.691  -1.567  2.219
H  0.202  -0.843  -3.339
H  -6.912  -3.725  -4.888
H  -5.918  2.874  -0.640
H  -5.642  -2.696  3.754
H  -2.582  0.181  -3.667
H  -5.350  -2.430  -0.356
H  2.173  2.395  -0.609
H  4.215  1.205  7.887
H  1.988  0.237  -2.591
H  -5.764  -0.891  -3.708
H  -5.077  -0.837  1.967
H  -6.286  -5.257  -4.295
H  -4.546  -4.375  -1.471
H  -3.115  0.694  0.818
H  -3.271  4.354  -1.473
H  -1.648  0.727  -1.116
H  -4.650  -3.726  2.657
H  4.185  -1.989  -0.179
H  -4.261  -5.265  -2.993
H  -5.195  -4.239  -5.189
H  -2.290  2.915  -1.319
H  3.683  -1.003  -1.535
H  3.474  0.864  5.602
H  1.092  0.371  -1.118
H  8.678  0.464  3.247
H  -3.524  -3.692  -2.736
H  -1.750  -1.009  -1.031
H  4.120  2.758  -2.606
H  -7.321  -1.005  -1.328
H  -1.979  -1.402  -3.227
H  0.584  1.903  -3.680
H  2.693  -1.097  -0.058
H  -2.745  3.577  -2.939
H  -0.473  0.180  -4.575
H  6.348  3.121  6.810
H  5.161  0.399  5.711
H  6.675  1.514  7.471
H  -6.449  -1.861  1.642
H  8.514  -2.717  0.338
H  4.351  2.804  -0.120
H  -0.537  1.886  -2.323
H  3.850  -0.031  2.646
H  6.008  2.779  8.504
H  2.533  0.661  1.700
H  -6.385  3.073  -2.339
H  -3.988  -2.270  3.355
H  -6.935  0.452  -2.225
H  -4.129  -3.174  0.639
H  3.897  2.777  7.179
H  6.504  1.308  2.450
H  6.372  -1.871  -0.445
H  -5.446  4.337  -1.475
H  3.825  1.731  2.393
H  3.977  1.029  -2.549